2 unconnected molecules or ions with the total composition C5H12NO, computed with the ωB97M-V functional and the def2-TZVPD basis.

Structure (XYZ):
```
19
Properties=species:S:1:pos:R:3:forces:R:3:lowdin_spin:R:1
C 1.9612 -0.2291 1.5450 -0.613 2.008 0.068 0.0009
C 0.8998 -1.0110 0.7842 -0.559 -1.311 1.693 0.0036
C -0.4275 -0.3203 0.5352 1.201 0.697 -2.631 0.0244
C -1.6296 -0.6388 0.9990 -1.074 -0.776 1.365 0.0843
C -1.1207 1.6696 -0.5547 -1.768 2.564 -0.846 0.5407
N -0.2586 0.6690 -0.4908 0.241 -2.013 2.646 0.2161
H 1.5033 0.3892 2.3320 -0.380 -0.520 0.067 0.0001
H 2.6301 -0.8830 2.0738 0.706 -0.170 -0.240 0.0001
H 2.4331 0.6005 0.9954 0.444 -0.780 -0.293 0.0003
H 1.2643 -1.5202 -0.1203 -0.037 0.554 -0.036 0.0006
H 0.7270 -1.8587 1.4744 -0.412 0.156 -0.440 0.0007
H -1.7367 -1.2465 1.8854 0.601 -0.512 0.021 0.0078
H -2.6508 -0.4103 0.6862 0.763 0.865 -0.524 0.0099
H -1.0109 2.5811 -1.1278 0.666 -0.430 -0.374 0.0482
H -1.9966 1.7260 0.0663 0.170 -0.562 0.363 0.0521
H 0.5812 0.5828 -1.0270 -0.066 0.349 -0.279 0.0023
H -0.0216 0.5910 -3.7228 -0.339 -0.063 -0.605 0.0002
H -0.9158 -0.6583 -3.3002 0.189 0.460 -0.313 0.0001
O -0.2312 -0.0328 -3.0334 0.268 -0.515 0.357 0.0075
```
Forces are in eV/Å.

## Properties
⟨S²⟩: 0.7567
HOMO-LUMO gap (spin up / spin down): 6.301 / 9.220 eV
calculated total energy: -8914.2134 eV
E_LUMO (spin up / spin down): 0.027 / 0.026 hartree
highest occupied orbital energy (spin up / spin down): -5.558 / -8.520 eV
ΔE to the lowest compared entry with this formula, charge and spin: 0.9736 eV
2S+1: 2